[1]
DFT (ωB97M-V with the def2-TZVPD basis set) results for a molecular structure, C44H38Cl5I2N6O2SeTa in a non-equilibrium geometry.

Cartesian coordinates (Å):
Ta -0.76 -0.66 1.16
C -1.08 3.82 2.69
C -1.17 2.64 1.78
N -0.61 1.51 2.09
N 0.05 1.42 3.26
C 0.08 0.20 3.71
O -0.58 -0.72 3.07
C 0.83 -0.13 4.91
C 1.77 0.77 5.42
C 2.49 0.44 6.55
C 2.28 -0.78 7.18
C 1.34 -1.67 6.69
C 0.62 -1.35 5.55
C -1.98 2.68 0.56
C -2.41 3.87 -0.02
C -3.28 3.81 -1.10
C -3.70 2.58 -1.56
C -3.17 1.44 -0.96
N -2.33 1.48 0.06
H -0.94 3.47 3.71
H -1.97 4.45 2.64
H -0.21 4.44 2.44
H 1.93 1.72 4.92
H 3.21 1.13 6.96
H 2.86 -1.04 8.06
H 1.16 -2.61 7.19
H -0.12 -2.03 5.16
H -2.06 4.81 0.37
H -3.63 4.72 -1.55
H -4.40 2.49 -2.37
H -3.44 0.45 -1.32
I -1.93 -4.40 -1.61
C -3.38 -3.46 -0.44
C -4.68 -3.97 -0.31
C -5.61 -3.31 0.47
I -7.56 -4.10 0.58
C -5.26 -2.14 1.18
C -6.13 -1.37 1.98
C -5.65 -0.26 2.63
C -4.29 0.07 2.52
N -3.45 -0.61 1.77
C -3.92 -1.67 1.09
C -3.00 -2.32 0.23
O -1.80 -1.79 0.16
H -4.95 -4.87 -0.83
H -7.17 -1.66 2.06
H -6.30 0.35 3.24
H -3.88 0.92 3.06
Cl 2.14 0.28 1.26
C 2.20 -1.38 1.69
C 0.97 -1.98 1.52
C 0.79 -3.23 2.08
Cl -0.85 -3.71 2.10
C 1.83 -3.93 2.69
Cl 1.57 -5.45 3.41
C 3.09 -3.32 2.74
Cl 4.40 -4.15 3.47
C 3.29 -2.01 2.27
Cl 4.78 -1.21 2.47
C -0.11 3.43 -3.62
C 0.42 4.14 -2.38
C 0.86 3.21 -1.26
C 2.15 2.44 -1.53
N 2.02 1.42 -2.55
C 1.28 0.29 -2.52
Se -0.19 -0.22 -1.36
N 1.47 -0.40 -3.66
C 0.97 -1.71 -4.00
C 2.08 -2.76 -3.97
C 2.79 -2.89 -2.62
C 1.90 -3.46 -1.51
C 2.35 0.29 -4.45
C 2.84 0.04 -5.73
C 3.71 0.96 -6.26
C 4.09 2.11 -5.55
C 3.60 2.37 -4.29
C 2.72 1.45 -3.74
H -0.64 4.13 -4.25
H -0.78 2.62 -3.34
H 0.70 3.01 -4.21
H -0.38 4.78 -1.99
H 1.24 4.80 -2.66
H 0.06 2.49 -1.06
H 1.02 3.79 -0.35
H 2.52 1.98 -0.61
H 2.91 3.14 -1.89
H 0.55 -1.66 -5.01
H 0.17 -1.98 -3.31
H 2.83 -2.52 -4.72
H 1.64 -3.72 -4.23
H 3.18 -1.92 -2.31
H 3.64 -3.56 -2.75
H 1.11 -2.78 -1.23
H 2.50 -3.67 -0.63
H 1.45 -4.39 -1.84
H 2.54 -0.83 -6.30
H 4.11 0.81 -7.25
H 4.76 2.80 -6.01
H 3.89 3.27 -3.77

## Properties
net charge = +2
relative energy (zero: lowest compared OMol25 entry of this formula, charge and spin) = 256.6 kJ/mol
energy = -7532.93980 Ha
HOMO-LUMO gap = 6.50 eV


[2]
DFT (ωB97M-V with the def2-TZVPD basis set) results for a molecular structure, C44H38MoN4O5P2S2.

Cartesian coordinates (Å):
Mo 1.41 -0.78 0.19
O -0.94 -0.09 -5.50
C -0.39 -0.30 -4.30
C -0.34 -1.56 -3.70
C 0.23 -1.64 -2.45
N 0.73 -0.58 -1.84
C 0.69 0.62 -2.40
C 0.14 0.82 -3.64
C 1.28 1.65 -1.48
O 1.45 2.80 -1.74
O 1.61 1.08 -0.29
C 0.35 -2.86 -1.58
O 0.12 -3.98 -1.90
O 0.79 -2.49 -0.34
H -1.33 -0.89 -5.87
H -0.76 -2.45 -4.16
H 0.10 1.80 -4.09
N 3.99 0.59 -2.35
C 3.94 -0.71 -2.11
S 3.76 -1.28 -0.48
N 4.04 -1.58 -3.11
C 4.28 -1.20 -4.48
C 5.54 -0.73 -4.84
C 5.77 -0.35 -6.16
C 4.75 -0.46 -7.10
C 3.50 -0.94 -6.73
C 3.26 -1.31 -5.41
H 3.99 1.23 -1.58
H 4.15 0.94 -3.29
H 3.97 -2.56 -2.87
H 6.33 -0.67 -4.10
H 6.74 0.01 -6.45
H 4.93 -0.17 -8.12
H 2.72 -1.03 -7.46
H 2.30 -1.70 -5.10
C -1.24 1.59 1.02
P -1.02 -0.21 0.89
C -2.10 -0.86 -0.42
C -2.61 -0.02 -1.41
C -3.39 -0.53 -2.43
C -3.66 -1.89 -2.49
C -3.12 -2.75 -1.54
C -2.34 -2.24 -0.51
C -1.57 -0.86 2.50
C -2.59 -1.79 2.66
C -2.92 -2.25 3.93
C -2.25 -1.77 5.04
C -1.26 -0.81 4.89
C -0.92 -0.36 3.63
P -2.95 2.38 0.90
C -3.96 1.38 2.05
C -3.84 1.42 3.44
C -4.69 0.68 4.24
C -5.68 -0.11 3.66
C -5.81 -0.17 2.28
C -4.95 0.58 1.48
C -2.63 3.89 1.87
C -3.72 4.53 2.47
C -3.55 5.74 3.13
C -2.29 6.33 3.20
C -1.21 5.71 2.60
C -1.37 4.50 1.94
H -0.64 2.06 0.25
H -0.77 1.85 1.98
H -2.43 1.05 -1.37
H -3.80 0.14 -3.17
H -4.28 -2.29 -3.28
H -3.30 -3.81 -1.59
H -1.91 -2.92 0.21
H -3.16 -2.15 1.82
H -3.72 -2.97 4.04
H -2.52 -2.12 6.03
H -0.76 -0.40 5.76
H -0.16 0.41 3.53
H -3.09 2.06 3.89
H -4.60 0.73 5.31
H -6.35 -0.68 4.29
H -6.58 -0.77 1.83
H -5.07 0.56 0.40
H -4.70 4.08 2.42
H -4.40 6.22 3.59
H -2.16 7.27 3.71
H -0.23 6.17 2.64
H -0.51 4.04 1.47
S 2.01 -0.90 2.48
C 3.72 -1.27 2.65
N 4.09 -2.56 2.62
C 5.36 -2.99 2.80
C 6.35 -2.08 3.03
C 6.02 -0.73 3.07
C 4.71 -0.32 2.88
H 3.36 -3.25 2.46
H 5.51 -4.06 2.75
H 7.37 -2.42 3.18
H 6.79 0.01 3.25
H 4.43 0.72 2.91

## Properties
net charge = +2
relative energy (zero: lowest compared OMol25 entry of this formula, charge and spin) = 1.6 kJ/mol
energy = -3841.71863 Ha
HOMO-LUMO gap (spin up / spin down) = 5.58 / 5.55 eV


[3]
DFT (ωB97M-V with the def2-TZVPD basis set) results for a molecular structure, C44H38N8O9S2Sc in a non-equilibrium geometry.

Cartesian coordinates (Å):
Sc -15.87 -17.72 2.01
C -12.56 -10.84 6.22
O -13.44 -11.81 5.70
C -14.57 -12.14 6.43
C -14.98 -11.45 7.55
C -16.17 -11.89 8.16
C -16.85 -12.99 7.73
C -16.37 -13.68 6.60
C -15.31 -13.26 5.90
N -14.87 -13.86 4.74
C -15.55 -14.83 4.02
N -16.87 -14.57 3.86
C -17.92 -15.50 3.74
C -17.82 -16.72 3.06
C -19.05 -17.43 2.94
C -20.24 -17.04 3.53
C -20.22 -15.91 4.37
C -19.08 -15.15 4.42
O -19.02 -14.06 5.27
C -20.21 -13.42 5.68
N -14.97 -15.89 3.57
C -13.59 -16.02 3.95
C -12.55 -15.74 3.03
C -11.20 -15.94 3.32
C -10.86 -16.56 4.52
C -11.88 -16.85 5.42
C -13.25 -16.55 5.21
O -14.04 -16.92 6.26
C -15.36 -17.45 6.07
H -11.73 -10.81 5.57
H -12.24 -11.02 7.22
H -13.04 -9.83 6.22
H -14.43 -10.60 7.88
H -16.41 -11.33 9.08
H -17.77 -13.23 8.28
H -16.91 -14.57 6.34
H -13.85 -13.86 4.61
H -17.15 -13.68 4.21
H -19.08 -18.26 2.28
H -21.10 -17.66 3.46
H -21.13 -15.60 4.91
H -19.98 -12.34 5.94
H -20.58 -13.91 6.57
H -20.95 -13.47 4.88
H -12.81 -15.33 2.08
H -10.44 -15.70 2.61
H -9.89 -16.86 4.74
H -11.57 -17.38 6.37
H -15.66 -17.88 7.02
H -15.36 -18.24 5.32
H -16.08 -16.67 5.80
C -23.47 -16.98 -0.38
C -21.98 -17.20 -0.57
C -21.08 -16.15 -0.83
C -19.72 -16.41 -1.00
C -19.24 -17.69 -0.84
C -20.07 -18.75 -0.53
C -21.43 -18.47 -0.44
S -17.54 -18.07 -1.19
O -17.03 -16.79 -1.64
O -17.66 -19.12 -2.18
N -16.76 -18.53 0.12
C -16.81 -19.94 0.36
C -17.36 -20.20 1.75
O -18.15 -21.10 2.02
O -16.85 -19.38 2.58
H -23.77 -16.99 0.69
H -23.99 -17.81 -0.81
H -23.91 -16.08 -0.78
H -21.45 -15.15 -1.09
H -19.03 -15.63 -1.27
H -19.68 -19.75 -0.39
H -22.13 -19.26 -0.17
H -15.81 -20.37 0.29
H -17.37 -20.49 -0.43
O -11.74 -15.81 -3.86
N -12.05 -14.81 -3.30
O -11.72 -13.65 -3.60
C -12.95 -14.96 -2.11
C -13.88 -14.04 -1.93
C -14.90 -14.20 -0.93
C -15.86 -13.21 -0.76
C -16.91 -13.45 0.08
C -16.94 -14.67 0.80
N -15.94 -15.58 0.68
C -14.95 -15.32 -0.17
C -13.90 -16.32 -0.30
N -13.89 -17.35 0.59
C -12.89 -18.21 0.54
C -11.83 -18.12 -0.39
C -11.83 -17.02 -1.28
C -12.88 -16.14 -1.26
H -14.02 -13.30 -2.70
H -15.78 -12.33 -1.35
H -17.68 -12.71 0.26
H -17.78 -14.94 1.42
H -12.92 -18.98 1.28
H -11.05 -18.85 -0.32
H -10.98 -16.90 -1.95
S -12.46 -20.48 4.46
C -13.58 -19.56 3.70
N -14.29 -18.77 3.17

## Properties
net charge = -1
relative energy (zero: lowest compared OMol25 entry of this formula, charge and spin) = 0.0 kJ/mol
energy = -4371.95123 Ha
HOMO-LUMO gap = 6.51 eV


[4]
DFT (ωB97M-V with the def2-TZVPD basis set) results for a molecular structure, C44H39As2N2OS2SeY in a non-equilibrium geometry.

Cartesian coordinates (Å):
Y 0.23 -0.74 0.53
Se 1.74 -2.94 0.82
C 3.50 -2.77 0.08
C 4.21 -1.58 0.12
C 5.49 -1.55 -0.44
N 6.07 -2.60 -1.02
C 5.36 -3.74 -1.04
C 4.08 -3.87 -0.51
H 3.81 -0.69 0.58
H 6.07 -0.63 -0.41
H 5.84 -4.59 -1.52
H 3.56 -4.82 -0.56
O 0.72 1.02 1.66
As -0.57 2.08 2.08
C -0.45 3.57 0.93
C -1.59 4.18 0.42
C -1.45 5.30 -0.39
C -0.18 5.79 -0.67
C 0.96 5.18 -0.13
C 0.82 4.06 0.67
C -2.18 1.13 1.72
C -2.56 0.97 0.39
C -3.69 0.22 0.08
C -4.44 -0.33 1.10
C -4.08 -0.14 2.43
C -2.94 0.57 2.75
C -0.45 2.58 3.89
C 0.55 2.06 4.69
C 0.63 2.47 6.01
C -0.29 3.39 6.50
C -1.29 3.90 5.69
C -1.38 3.51 4.36
H -2.58 3.80 0.64
H -2.32 5.79 -0.80
H -0.07 6.67 -1.30
H 1.94 5.59 -0.34
H 1.70 3.58 1.09
H -2.03 1.50 -0.39
H -4.00 0.12 -0.96
H -5.33 -0.90 0.87
H -4.69 -0.56 3.22
H -2.66 0.73 3.78
H 1.27 1.36 4.28
H 1.42 2.09 6.65
H -0.23 3.71 7.54
H -2.00 4.62 6.08
H -2.15 3.92 3.72
S -1.72 -2.58 1.44
C -0.79 -2.78 2.83
N -0.45 -3.90 3.40
C 0.66 -3.88 4.37
C 0.78 -2.44 4.87
S -0.11 -1.41 3.65
H -0.72 -4.77 2.96
H 1.56 -4.19 3.86
H 0.45 -4.57 5.19
H 1.81 -2.12 4.93
H 0.29 -2.29 5.83
C -4.04 -0.03 -5.18
C -3.61 1.00 -4.35
C -2.60 0.77 -3.43
C -2.01 -0.49 -3.35
C -2.43 -1.53 -4.18
C -3.45 -1.29 -5.10
As -0.53 -0.68 -2.14
C 0.76 0.57 -2.82
C 1.09 0.61 -4.17
C 2.05 1.50 -4.61
C 2.69 2.36 -3.71
C 2.35 2.33 -2.37
C 1.38 1.44 -1.93
C 0.21 -2.41 -2.58
C 1.46 -2.56 -3.15
C 1.97 -3.84 -3.34
C 1.23 -4.95 -2.96
C -0.02 -4.80 -2.39
C -0.53 -3.53 -2.18
H -4.82 0.15 -5.91
H -4.06 1.98 -4.43
H -2.25 1.58 -2.80
H -1.97 -2.50 -4.12
H -3.78 -2.09 -5.75
H 0.59 -0.05 -4.87
H 2.31 1.54 -5.66
H 3.44 3.05 -4.07
H 2.83 3.01 -1.67
H 1.10 1.47 -0.88
H 2.05 -1.70 -3.43
H 2.96 -3.96 -3.78
H 1.64 -5.95 -3.13
H -0.60 -5.67 -2.09
H -1.50 -3.41 -1.71

## Properties
net charge = +2
relative energy (zero: lowest compared OMol25 entry of this formula, charge and spin) = 71.8 kJ/mol
energy = -9592.12760 Ha
HOMO-LUMO gap = 7.19 eV


[5]
DFT (ωB97M-V with the def2-TZVPD basis set) results for a molecular structure, C44H39AsN3OPRuS2SbSe4 in a non-equilibrium geometry.

Cartesian coordinates (Å):
Ru -0.18 -0.32 -0.02
N 1.56 -1.42 -0.84
C 1.66 -1.48 -2.29
C 2.87 -1.81 -2.91
C 2.93 -1.89 -4.29
C 1.80 -1.65 -5.06
C 0.60 -1.33 -4.45
C 0.53 -1.22 -3.06
P -1.00 -0.74 -2.21
C -1.74 0.36 -3.45
C -0.93 1.28 -4.12
C -1.44 2.04 -5.15
C -2.77 1.92 -5.51
C -3.59 1.03 -4.84
C -3.09 0.25 -3.81
C -2.05 -2.23 -2.29
C -3.28 -2.19 -1.63
C -4.12 -3.29 -1.65
C -3.72 -4.45 -2.31
C -2.50 -4.49 -2.95
C -1.66 -3.39 -2.95
H 2.39 -0.92 -0.48
H 1.64 -2.38 -0.48
H 3.75 -2.02 -2.32
H 3.86 -2.15 -4.77
H 1.85 -1.73 -6.13
H -0.29 -1.16 -5.04
H 0.12 1.36 -3.84
H -0.79 2.72 -5.68
H -3.16 2.50 -6.33
H -4.63 0.92 -5.11
H -3.73 -0.45 -3.31
H -3.58 -1.28 -1.13
H -5.09 -3.24 -1.17
H -4.37 -5.31 -2.33
H -2.19 -5.39 -3.47
H -0.71 -3.43 -3.47
C -3.34 1.61 -0.76
C -2.67 1.66 0.55
N -1.58 1.00 0.90
C -1.20 1.30 2.20
C -2.03 2.18 2.83
S -3.31 2.66 1.79
C -0.04 0.66 2.78
C 0.36 0.73 4.09
S 1.75 -0.21 4.35
C 1.74 -0.67 2.68
N 0.76 -0.13 2.00
C 2.76 -1.64 2.20
H -2.66 1.19 -1.51
H -3.63 2.61 -1.07
H -4.25 1.01 -0.72
H -1.95 2.56 3.82
H -0.10 1.27 4.89
H 3.35 -1.99 3.04
H 3.44 -1.19 1.48
H 2.27 -2.50 1.74
Se -2.77 -2.05 4.49
Sb -3.30 -2.56 2.13
Se -5.04 -0.99 1.39
Se -3.79 -4.97 1.70
Se -1.05 -2.23 0.79
O 0.95 1.34 -0.62
As 1.26 2.94 -1.04
C -0.39 3.95 -0.95
C -1.19 4.08 -2.07
C -2.36 4.83 -2.00
C -2.73 5.43 -0.81
C -1.94 5.28 0.32
C -0.77 4.54 0.26
C 2.02 2.89 -2.83
C 1.85 3.94 -3.71
C 2.47 3.88 -4.95
C 3.25 2.79 -5.30
C 3.41 1.74 -4.42
C 2.81 1.79 -3.17
C 2.65 3.60 0.14
C 2.69 4.94 0.52
C 3.79 5.40 1.23
C 4.83 4.55 1.56
C 4.78 3.22 1.17
C 3.69 2.75 0.46
H -0.90 3.62 -3.01
H -2.96 4.96 -2.89
H -3.63 6.03 -0.76
H -2.22 5.76 1.25
H -0.14 4.43 1.14
H 1.24 4.80 -3.44
H 2.35 4.71 -5.64
H 3.73 2.77 -6.27
H 4.01 0.88 -4.69
H 2.95 0.99 -2.45
H 1.89 5.62 0.25
H 3.83 6.44 1.52
H 5.68 4.92 2.11
H 5.60 2.55 1.41
H 3.66 1.71 0.13

## Properties
net charge = +3
multiplicity = 5
energy = -15253.12988 Ha
HOMO-LUMO gap (spin up / spin down) = 6.68 / 4.62 eV
expectation value of S² = 6.0487